21
Properties=species:S:1:pos:R:3:nbo_charge:R:1 method="wB97M-V/def2-TZVPD" max_force_ha_per_bohr=0.01444 total_charge=0 multiplicity=1 e_above_lowest_kj_mol=0.0
C -0.447 2.052 0.742 -0.419
N -1.507 1.055 0.571 -0.498
C -1.561 0.063 1.659 -0.409
C -1.511 0.460 -0.720 0.690
O -2.527 0.236 -1.316 -0.501
C -0.168 0.087 -1.346 -0.187
O 0.434 -0.925 -0.514 -0.836
P 2.013 -1.158 -0.673 2.537
O 2.814 0.051 -0.767 -1.076
O 2.268 -2.129 0.559 -0.984
O 2.180 -2.104 -1.938 -0.979
H -0.748 2.746 1.526 0.213
H -0.324 2.622 -0.178 0.206
H 0.522 1.610 1.010 0.183
H -2.499 0.151 2.209 0.206
H -1.487 -0.957 1.279 0.202
H -0.744 0.240 2.361 0.193
H 0.508 0.942 -1.395 0.224
H -0.344 -0.300 -2.349 0.210
H 1.646 -1.975 1.280 0.516
H 1.482 -2.766 -1.999 0.509